16
Properties=species:S:1:pos:R:3:forces:R:3 method="wB97M-V/def2-TZVPD" lumo_energy_ev=1.039 homo_ev=-9.04 relative_energy_ev=1.9376 orbital_gap_ha=0.370 smiles=NCCNCO total_energy_ev=-8299.5664
N -0.1921 -1.3967 2.2949 -0.6646 -1.4042 0.2072
C -0.5044 -1.2970 0.8923 2.1500 -1.0569 -1.0196
C -0.4490 0.0772 0.2300 -0.8496 -0.1108 0.1789
N 0.4775 0.1883 -0.8787 0.3586 0.1681 0.1041
C 0.2654 1.2243 -1.8057 -0.0053 0.9277 -1.7471
O 0.6423 2.5492 -1.3429 -0.5796 -1.0340 0.1829
H 0.0587 -0.6380 2.8509 0.1080 1.9114 0.3014
H 0.4520 -2.1219 2.5413 0.0806 -0.4396 -0.2773
H 0.2787 -1.8548 0.3430 0.0450 0.0048 0.1943
H -1.3614 -1.9147 0.6250 -0.6602 0.6188 0.2244
H -0.1615 0.8344 0.9627 -0.3844 -0.0289 0.2423
H -1.4739 0.2607 -0.1158 0.1077 0.5573 -0.0582
H 0.9600 -0.6150 -1.2338 -0.1258 -0.2191 0.1869
H -0.7639 1.2628 -2.1957 -0.1828 0.2338 0.5478
H 0.8606 1.1082 -2.7149 0.2132 -0.6321 0.1823
H 0.9111 2.3329 -0.4527 0.3891 0.5039 0.5498

=====

16
Properties=species:S:1:pos:R:3:forces:R:3 method="wB97M-V/def2-TZVPD" lumo_energy_ev=0.851 homo_ev=-8.98 relative_energy_ev=4.0750 orbital_gap_ha=0.361 smiles="C=CO.NCN" total_energy_ev=-8297.4291
C -3.2538 2.4002 -2.8713 3.8497 1.8629 -1.5888
C -1.9008 2.8800 -3.0143 -5.1598 -2.8620 0.6362
O -0.8333 2.3122 -2.4088 -0.2810 -2.1623 -1.1022
H -4.0752 3.0292 -3.1960 0.3779 0.2027 -0.6032
H -3.5585 1.3680 -2.8494 0.4455 -0.3517 1.4786
H -1.5885 3.5171 -3.7852 -0.2766 2.0703 -0.5390
H -0.6016 2.9332 -1.7644 1.0441 1.2387 1.7208
N 2.5563 -3.0891 3.4326 -4.1098 0.7793 1.3546
C 1.7236 -2.0026 2.8053 -0.5900 -0.2017 3.0378
N 1.3192 -1.8615 1.4233 0.6458 0.8537 0.1846
H 3.1668 -3.3501 2.7910 4.2391 -1.4081 -3.4900
H 2.0372 -3.9643 3.6027 -0.1624 0.8091 -0.0272
H 2.3546 -1.1425 2.9488 -0.2405 0.6720 0.7264
H 0.8300 -2.0708 3.5000 0.7731 0.9058 -0.6269
H 0.9618 -2.7113 1.1126 -1.1870 -1.5061 -0.9835
H 0.5983 -1.1169 1.4006 0.6319 -0.9028 -0.1781

=====

16
Properties=species:S:1:pos:R:3:forces:R:3 method="wB97M-V/def2-TZVPD" lumo_energy_ev=0.827 homo_ev=-8.72 relative_energy_ev=1.1454 orbital_gap_ha=0.351 smiles="[H]/N=C/NCC.O" total_energy_ev=-8300.3586
H -0.4149 1.7946 -4.6562 -0.3963 -0.1711 0.3080
N -0.0454 1.4701 -3.7673 -0.0334 0.1842 -0.5051
C -0.8016 0.7550 -3.0399 1.6354 -0.1913 0.5742
N -0.2312 0.1793 -1.9177 -1.6394 -0.2465 -0.0813
C -1.0677 -0.3000 -0.8213 1.3135 -1.0038 0.1404
C -0.8954 0.5625 0.4308 0.1004 -0.1055 -0.1517
H -1.8379 0.4479 -3.1869 -0.0954 0.2335 -0.1719
H 0.7402 0.3572 -1.7429 0.1347 0.2433 -0.0943
H -0.7709 -1.3418 -0.5907 0.0449 0.3592 0.1034
H -2.0591 -0.4469 -1.2135 -0.6476 0.5599 0.0815
H -0.9548 1.6134 0.1573 -0.2699 0.1122 0.1456
H 0.1096 0.4073 0.8282 0.0894 -0.0059 -0.1045
H -1.5634 0.3214 1.2591 -0.2364 0.0323 -0.2451
O 3.5421 -1.7650 6.3263 0.1789 -0.4150 -0.0359
H 2.7492 -1.3928 5.9540 -0.4724 0.5600 -0.0992
H 3.5013 -2.6622 5.9806 0.2938 -0.1455 0.1360

=====

16
Properties=species:S:1:pos:R:3:forces:R:3 method="wB97M-V/def2-TZVPD" lumo_energy_ev=0.888 homo_ev=-8.53 relative_energy_ev=2.6864 orbital_gap_ha=0.346 smiles="[H]/N=C/NCC.O" total_energy_ev=-8298.8176
H -4.1971 0.7587 0.0885 1.5963 -1.4243 2.0971
N -3.3907 0.1349 0.4515 0.8368 1.9264 0.3467
C -2.5919 0.4389 1.4409 1.0855 -0.6225 -0.0588
N -1.2541 -0.1138 1.4496 -3.8762 -2.0979 -4.0897
C -0.0855 0.3009 2.0981 -0.7218 2.2240 2.7250
C 1.3008 -0.0146 1.5923 -0.6981 -0.2375 -2.6175
H -2.7044 0.9762 2.4344 -0.6165 0.0890 -1.3401
H -1.1756 -0.4820 0.4842 0.4416 -0.0007 0.9390
H -0.2861 1.4373 2.1120 1.4133 -1.2030 0.7314
H -0.0881 -0.1160 3.1382 -0.1647 0.6996 -0.4213
H 1.5829 -1.0979 1.5377 -0.4575 0.8940 0.4015
H 1.3752 0.3714 0.5157 0.3812 -0.2834 1.4934
H 1.9095 0.5312 2.2938 0.7813 0.0364 -0.2067
O 4.5753 -0.6837 -5.6498 -3.2845 -0.1934 -0.5926
H 3.7905 -0.2579 -5.2080 1.5822 0.0025 0.1720
H 3.9650 -1.1501 -6.2931 1.7010 0.1908 0.4205

=====

16
Properties=species:S:1:pos:R:3:forces:R:3 method="wB97M-V/def2-TZVPD" lumo_energy_ev=1.001 homo_ev=-8.89 relative_energy_ev=2.4212 orbital_gap_ha=0.363 smiles=NC[C@H](N)CO total_energy_ev=-8299.0829
N -0.7530 -0.4929 -1.7836 0.4501 -0.0342 0.0746
C 0.3580 0.2726 -1.1646 -1.2351 -1.3180 -0.0180
C -0.1349 0.5288 0.2737 1.5309 1.0036 -0.0166
N 0.7113 1.5285 0.9730 -1.1967 1.4705 -0.7666
C 0.1134 -0.8149 1.0576 -0.2546 0.4207 0.3441
O -0.8028 -1.8363 0.7877 -0.7205 0.1628 -0.7392
H -0.4384 -0.4210 -2.7214 -0.4106 -0.6952 -1.5182
H -1.5602 0.1107 -1.7545 -0.4627 0.0552 0.0457
H 1.2471 -0.3603 -1.3478 -0.1214 0.3027 1.0262
H 0.4928 1.0984 -1.8153 0.4468 1.7181 0.2367
H -1.1651 1.0602 0.1557 1.2681 -1.8332 0.5718
H 1.2922 1.1121 1.6824 -0.2026 0.6228 0.3563
H 0.2105 2.4518 1.1697 1.3827 -2.2527 0.1158
H 0.0652 -0.6130 2.1556 0.3064 0.2072 -0.6822
H 1.1220 -1.2395 0.7794 -0.5313 1.0685 0.3256
H -0.7582 -2.3852 1.5525 -0.2495 -0.8987 0.6441

=====

16
Properties=species:S:1:pos:R:3:forces:R:3 method="wB97M-V/def2-TZVPD" lumo_energy_ev="-3.695 / -8.424" s_squared=0.754 homo_ev="-13.40 / -13.39" multiplicity=2 relative_energy_ev=2.4060 orbital_gap_ha="0.357 / 0.183" total_energy_ev=-8291.2236 total_charge=+1
C -0.3697 -1.8200 -0.4315 -0.0058 1.2306 -0.8771
N -0.3488 -0.9096 0.6925 0.1043 -1.6295 1.8480
C -1.5761 -0.5342 1.3155 -1.7996 0.3399 -1.5336
H 0.5745 -2.3197 -0.6199 0.0547 0.0952 0.3239
H -0.5899 -1.1535 -1.2800 0.1695 -0.1343 -0.2764
H -1.2183 -2.5052 -0.4500 -0.0615 -0.0352 0.5615
H 0.4124 -1.0189 1.3698 0.3877 0.4108 -0.5578
H -2.1231 -1.4791 1.4997 0.1672 0.2477 0.3978
H -1.6731 0.1976 2.1165 1.1780 -0.4485 0.3223
H -2.1861 -0.0809 0.5282 -0.1917 -0.0813 -0.2585
C 1.2204 1.9720 -1.4130 0.5351 0.1628 0.6125
N 1.9572 2.0660 -0.2441 -0.0059 -0.2071 0.8917
O 1.7010 1.9432 -2.5043 -0.3620 -0.5109 -0.2112
H 0.1614 1.9219 -1.1378 -0.7179 0.3994 -0.7676
H 1.4509 2.3863 0.5695 -0.1060 -0.1395 -0.0657
H 2.6074 1.3341 -0.0109 0.6538 0.2998 -0.4097

=====

17
Properties=species:S:1:pos:R:3:forces:R:3 method="wB97M-V/def2-TZVPD" lumo_energy_ev="3.605 / 3.518" s_squared=0.751 homo_ev="0.98 / -5.58" multiplicity=2 relative_energy_ev=2.2201 orbital_gap_ha="0.097 / 0.334" total_energy_ev=-10345.8092 total_charge=-1
O -0.9015 1.8891 1.5203 -0.3914 -0.3172 0.1643
C -0.0269 1.0829 1.7206 1.1157 0.9791 -0.9758
C 0.2001 -0.1958 0.9403 -0.8660 -0.7607 1.3992
N -1.0592 -0.9303 0.8551 -1.2723 0.6904 -1.3263
C -1.2641 -1.5946 -0.4567 2.9112 -1.6246 0.1597
N -1.3248 -0.9383 -1.7144 -1.0968 0.4735 -0.3109
H 0.8234 1.3915 2.3646 -0.0581 -0.2761 0.2507
H 0.6229 -0.0138 -0.0556 -0.0052 0.4013 -0.0107
H 0.9400 -0.7856 1.4953 0.2001 0.0578 -0.1654
H -1.1573 -1.6517 1.5524 0.2200 0.0930 0.1815
H -1.9767 -2.4131 -0.3558 -0.5284 0.4829 -0.0240
H -0.3030 -2.1441 -0.5768 -0.2498 -0.3130 -0.0601
H -2.2057 -0.5808 -2.0495 -0.0861 0.2124 0.4263
H -0.5693 -0.3189 -1.9685 0.1926 -0.0458 0.2092
H 2.9256 0.7478 -2.7847 -0.2351 -0.3015 0.0988
H 3.8755 1.6685 -2.1123 0.0837 -0.0482 0.2595
O 3.4465 0.8055 -1.9602 0.0657 0.2968 -0.2761

=====

17
Properties=species:S:1:pos:R:3:forces:R:3 method="wB97M-V/def2-TZVPD" lumo_energy_ev=0.376 homo_ev=-9.39 relative_energy_ev=1.0337 orbital_gap_ha=0.359 smiles="NC(=O)O.CNC" total_energy_ev=-10348.4541
N -1.9658 0.9053 -0.5246 -0.4795 0.1997 -0.5666
C -2.5154 0.7819 -1.7890 0.3055 -0.1788 0.3381
O -3.6373 0.4282 -1.9850 -0.2534 -0.0810 -0.3393
O -1.6378 1.0946 -2.7913 -0.2135 0.4563 0.4130
H -0.9756 0.7674 -0.4691 0.1825 -0.1755 0.3876
H -2.5778 0.5274 0.1843 0.3830 0.0291 0.0951
H -1.0828 1.8115 -2.4440 0.1054 -0.2644 -0.3242
C 1.8462 -0.0458 1.9480 -0.0071 0.3913 0.4863
N 0.9836 -1.0625 1.3759 0.0130 0.0871 -0.1242
C 1.2490 -1.2434 -0.0370 0.2060 -0.1385 -0.5495
H 2.8934 -0.3405 1.9073 0.0213 -0.0868 -0.2503
H 1.7294 0.9414 1.4762 0.1771 -0.0338 -0.1774
H 1.6308 0.1066 3.0076 -0.1639 -0.1743 -0.0220
H 0.0279 -0.7427 1.4754 -0.0729 -0.2116 0.1383
H 1.1785 -0.3159 -0.6309 -0.0564 0.0380 0.0313
H 0.5971 -1.9890 -0.4910 -0.2529 0.0717 0.1766
H 2.2565 -1.6246 -0.2131 0.1058 0.0714 0.2874

=====

17
Properties=species:S:1:pos:R:3:forces:R:3 method="wB97M-V/def2-TZVPD" lumo_energy_ev=0.407 homo_ev=-9.55 relative_energy_ev=1.0714 orbital_gap_ha=0.366 smiles="CNC(=O)CN.O" total_energy_ev=-10348.4164
C -0.6635 1.4426 1.7942 -1.3575 -0.2888 0.0186
N -0.0710 0.3232 1.0877 0.0507 0.5839 0.1795
C -0.8030 -0.4466 0.2462 0.6417 0.6583 -0.9630
O -2.0076 -0.3520 0.1366 -0.2098 -0.2175 0.3448
C 0.0327 -1.2923 -0.7222 0.1331 -0.4131 0.1547
N -0.7758 -2.1679 -1.5389 0.1700 0.0110 -0.1041
H -1.3259 2.0620 1.1781 0.5411 0.0431 -0.4770
H -1.4036 1.0555 2.4965 0.4311 0.0090 0.5283
H 0.0986 2.0513 2.2635 0.0260 -0.0768 0.1746
H 0.9182 0.3905 0.9463 0.2465 -0.3604 -0.1095
H 0.8138 -1.8277 -0.1768 -0.2204 -0.2587 0.1070
H 0.6317 -0.6435 -1.3726 -0.3201 0.3616 0.0354
H -0.8262 -3.0989 -1.1544 -0.0908 -0.0081 0.0874
H -1.7149 -1.7862 -1.5801 -0.0169 -0.1009 0.0257
O 2.7943 1.3687 -1.2926 -1.4710 0.1794 0.4948
H 1.9828 0.9302 -1.5955 0.5819 -0.4503 -0.5626
H 2.3194 1.9912 -0.7161 0.8644 0.3282 0.0652

=====

17
Properties=species:S:1:pos:R:3:forces:R:3 method="wB97M-V/def2-TZVPD" lumo_energy_ev=0.757 homo_ev=-9.13 relative_energy_ev=2.3665 orbital_gap_ha=0.363 smiles="NCCC(N)=O.O" total_energy_ev=-10347.1213
N 1.9254 2.3992 0.6021 0.3789 1.9028 -0.5471
C 2.0600 0.9657 0.6240 2.7323 -1.0020 1.1332
C 0.9769 0.1208 -0.0904 -0.8402 0.6530 -0.3604
C 0.1869 -0.8196 0.8680 1.2599 0.7658 -1.7695
N 1.2047 -1.9054 0.9902 -2.9779 -0.1008 2.7701
O -0.9799 -0.5523 1.1493 2.6389 -2.0809 0.4232
H 2.6298 3.0131 1.1031 -1.1082 -1.7210 -0.7853
H 0.9968 2.7170 0.8529 0.1123 -0.1687 0.0302
H 3.1509 0.6417 0.1991 -2.4925 0.9511 0.9090
H 2.0799 0.6933 1.7112 0.0988 -0.5585 -0.6468
H 1.4701 -0.5217 -0.8582 -0.6816 0.7175 0.3692
H 0.1760 0.7405 -0.5243 0.6687 0.0531 -0.1992
H 1.1711 -2.5315 1.8443 -0.2174 0.9673 -1.3649
H 2.0661 -1.3847 0.9891 0.4255 -0.3742 0.0364
O -4.7410 -0.5138 -3.3872 0.1560 0.6585 0.7829
H -4.6594 -0.0905 -4.2461 0.0219 0.0922 0.0214
H -4.5672 0.1929 -2.7244 -0.1753 -0.7554 -0.8025

=====

17
Properties=species:S:1:pos:R:3:forces:R:3 method="wB97M-V/def2-TZVPD" lumo_energy_ev=0.615 homo_ev=-9.85 relative_energy_ev=2.6352 orbital_gap_ha=0.385 smiles="CNN(C)C=O.O" total_energy_ev=-10346.8526
C -1.0086 1.7043 -0.1179 0.7002 -0.9823 -0.2881
N -1.6617 0.3739 -0.1149 0.3588 -0.9935 -0.5093
N -0.6522 -0.6891 -0.0736 -0.4804 1.4598 -1.1856
C -0.6692 -1.6846 0.9661 0.2082 1.2041 1.7380
C 0.3089 -0.7811 -1.0305 0.3752 -0.9246 0.2043
O 1.2044 -1.6246 -0.9263 -0.6902 1.1308 -0.5300
H -0.3736 1.7368 0.7625 -0.3259 0.4521 0.3416
H -1.6836 2.5604 -0.2458 -0.0562 -0.5572 0.3928
H -0.3155 1.6883 -0.9466 0.3227 0.6473 -0.4031
H -2.0850 0.2338 -1.0332 -0.2857 0.1958 0.3422
H 0.2534 -1.4714 1.6159 -1.2907 -1.1127 -0.7835
H -1.5744 -1.4907 1.5605 0.3967 0.0457 -0.0764
H -0.7827 -2.6923 0.5685 0.6474 0.0280 0.0114
H 0.2010 -0.0873 -1.9166 0.1085 -0.4941 0.7847
O 3.3298 0.6285 0.3719 -0.6298 1.8729 0.2434
H 2.5996 0.0631 0.1180 -0.1651 -0.4813 -0.1903
H 2.9093 1.5320 0.4420 0.8064 -1.4911 -0.0919

=====

17
Properties=species:S:1:pos:R:3:forces:R:3 method="wB97M-V/def2-TZVPD" lumo_energy_ev=-4.350 homo_ev=-9.41 relative_energy_ev=9.2216 orbital_gap_ha=0.186 total_energy_ev=-10340.2662
C 0.4409 -0.4969 2.1919 -1.9544 -0.3308 -0.3207
N -0.6624 -0.1980 1.3283 1.3428 0.7802 -0.8578
C -0.3415 0.2218 0.0351 -0.4188 -0.5090 0.2183
C -1.6181 0.7990 -0.6356 -0.3035 0.3905 -0.2540
N -1.4870 1.1298 -1.8783 -0.3699 -0.5230 -0.2594
O -2.5792 0.8624 0.1441 0.2172 0.3620 0.3006
H 0.9163 0.4544 2.4386 0.2950 0.0711 0.1191
H 1.2432 -0.9277 1.5195 0.3918 -0.3068 0.1414
H 0.0783 -1.0476 3.0511 0.2739 -0.0200 0.1807
H -1.6036 0.2104 1.5287 -0.0720 -0.4943 0.4093
H 0.2183 -0.4578 -0.5985 0.2840 -0.1507 0.5242
H 0.2640 1.1712 0.0991 0.0672 -0.0155 -0.3963
H 0.1911 -1.2707 -3.5667 -0.3955 -1.1512 0.0415
H 0.4175 -0.5965 -3.5827 0.4313 1.1219 -0.0701
H -0.5830 0.8626 -2.2621 0.0911 0.3729 0.2347
H 3.0181 -0.3431 -0.0487 -0.2862 -0.2209 0.2213
O 2.0873 -0.3734 0.2362 0.4060 0.6236 -0.2327

=====

17
Properties=species:S:1:pos:R:3:forces:R:3 method="wB97M-V/def2-TZVPD" lumo_energy_ev=0.945 homo_ev=-8.86 relative_energy_ev=3.2543 orbital_gap_ha=0.360 smiles="CNNC.O=CO" total_energy_ev=-10346.2335
C -1.5905 -1.5905 0.2610 1.7554 0.2676 -0.3547
N -0.1956 -1.0243 -0.0312 -2.2462 -0.1829 0.5370
N -0.2240 0.2759 -0.5651 -0.4919 2.4429 0.4551
C -0.9870 1.4664 0.0555 4.3265 -1.3935 0.7031
H -2.2413 -0.7760 0.5763 -0.2445 -0.1627 -0.1700
H -1.8418 -2.0157 -0.7124 -0.7792 -0.3124 0.5399
H -1.5053 -2.3071 1.1090 -0.1334 0.1786 -0.9450
H 0.1664 -0.8802 0.8613 1.3722 0.1154 1.8575
H -0.6020 0.1808 -1.4477 -0.6085 -0.2657 -2.4547
H -1.9935 1.2821 0.1433 -2.3842 -0.3751 1.0296
H -0.3476 1.7215 0.9535 -1.4902 -0.3020 -0.4565
H -0.8871 2.3267 -0.5792 0.3201 0.1324 -0.7568
O 2.0317 0.5132 1.1474 -0.0487 0.3354 0.4507
C 2.6028 0.5708 0.0995 3.1247 1.2458 -0.8385
O 2.3933 -0.1701 -0.9517 -0.6702 -1.4375 -0.2718
H 3.5789 1.2104 -0.2036 -2.1094 -0.7062 1.1889
H 1.6427 -0.7840 -0.7157 0.3073 0.4197 -0.5138

=====

17
Properties=species:S:1:pos:R:3:forces:R:3 method="wB97M-V/def2-TZVPD" lumo_energy_ev=0.692 homo_ev=-7.40 relative_energy_ev=4.7106 orbital_gap_ha=0.297 total_energy_ev=-10344.7771
C -2.0868 0.4442 -0.0400 2.0303 -0.5601 -0.9672
C -0.9583 -0.3129 0.7764 -0.0649 -0.0241 0.6108
C 0.2104 -0.7094 -0.1579 3.5191 2.2021 0.2099
N 2.7421 0.4583 0.5496 0.3954 -2.5089 2.8776
N 1.5309 0.8145 0.0262 -2.7336 -0.8269 -1.3148
O 0.0262 -0.9672 -1.5329 -0.1261 0.4079 2.2731
O 1.0370 -1.6239 0.3705 0.9468 -2.4777 -0.4990
H -1.5033 0.9964 -0.8571 -1.2211 -0.0485 1.1648
H -2.6597 1.1235 0.5972 -0.0576 -0.2315 -0.4700
H -2.7000 -0.3444 -0.5866 0.3936 1.1630 0.9493
H -0.5968 0.0806 1.8394 -0.4546 -0.0086 -2.7214
H -1.4290 -1.2139 1.1247 -0.1368 -0.9120 -0.0290
H 3.3398 -0.0427 -0.0795 0.0716 0.3594 -1.1970
H 2.6980 -0.3219 1.3292 -0.3818 1.9053 -1.2089
H 1.0470 1.3631 0.7363 0.2292 -0.0841 -0.0589
H -0.8201 -0.5658 -1.6957 -0.6079 0.2643 -0.8826
H 1.6765 -2.0565 -0.2991 -1.8016 1.3803 1.2633

=====

no.,strongest force on any atom (eV/A)
1,2.60
2,5.93
3,1.74
4,6.01
5,2.65
6,2.47
7,3.34
8,0.77
9,1.56
10,4.07
11,2.12
12,2.01
13,4.60
14,4.16